[1]
Below is C37H39ClN3O3PRuS as an isolated structure in a non-equilibrium geometry, with properties calculated with wB97M-V/def2-TZVPD.

CARTESIAN COORDINATES (ANGSTROEM)
Ru  -0.1950  0.1417  0.0624
O  1.5176  3.9860  0.7246
C  0.4710  3.2330  0.5593
O  0.5205  2.0037  0.7415
C  -0.7072  3.9792  0.0846
C  -0.7478  5.3666  0.1900
C  -1.8065  6.0695  -0.3610
C  -2.8007  5.3958  -1.0531
C  -2.7698  4.0093  -1.1591
C  -1.7360  3.2888  -0.5721
P  -1.9121  1.4987  -0.4083
C  -3.0160  0.9747  -1.7433
C  -4.3398  0.5804  -1.5554
C  -5.1218  0.2242  -2.6444
C  -4.5892  0.2570  -3.9266
C  -3.2706  0.6458  -4.1198
C  -2.4886  1.0046  -3.0349
C  -2.7621  1.4092  1.1952
C  -4.0132  1.9829  1.4322
C  -4.5663  1.9541  2.6998
C  -3.8718  1.3718  3.7524
C  -2.6199  0.8185  3.5373
C  -2.0628  0.8415  2.2661
H  0.0469  5.8919  0.6973
H  -1.8431  7.1455  -0.2700
H  -3.6101  5.9465  -1.5117
H  -3.5575  3.5007  -1.6991
H  -4.7778  0.5734  -0.5668
H  -6.1552  -0.0567  -2.4959
H  -5.2051  -0.0071  -4.7744
H  -2.8563  0.6794  -5.1177
H  -1.4626  1.3165  -3.2011
H  -4.5502  2.4763  0.6322
H  -5.5310  2.4087  2.8746
H  -4.3012  1.3729  4.7446
H  -2.0634  0.3976  4.3624
H  -1.0456  0.4242  2.1550
Cl  2.9003  -4.2172  1.6047
C  1.9232  -3.5721  0.3481
C  1.9505  -4.0996  -0.9372
C  1.1461  -3.5101  -1.9021
C  0.3586  -2.4263  -1.5603
N  0.3228  -1.9341  -0.3136
C  1.0858  -2.4941  0.6233
H  2.5836  -4.9444  -1.1671
H  1.1360  -3.8827  -2.9159
H  -0.2498  -1.9210  -2.2983
H  1.0341  -2.0855  1.6294
C  4.0547  -0.0337  -0.9406
S  2.7088  0.8350  -0.1350
O  1.5092  0.3334  -0.9948
C  3.0343  2.5096  -0.5469
C  2.9473  3.4813  0.5768
C  3.6647  4.7570  0.2800
C  3.9570  5.1156  -0.9966
C  3.6881  4.2469  -2.0740
C  3.2739  2.9295  -1.8271
H  3.8921  -0.0532  -2.0155
H  4.0909  -1.0432  -0.5394
H  4.9783  0.4907  -0.7038
H  3.2134  3.0635  1.5487
H  3.8512  5.4259  1.1077
H  4.4071  6.0783  -1.1952
H  3.8709  4.5676  -3.0895
H  3.2125  2.2343  -2.6548
C  -5.0165  -2.9926  1.5316
C  -3.9753  -1.8597  1.6604
N  -2.7461  -2.1896  0.9368
C  -3.0938  -2.5241  -0.4428
C  -3.9367  -3.8175  -0.5163
N  -4.3360  -4.1600  0.8851
C  -3.1162  -4.5419  1.6617
C  -2.1310  -3.3526  1.5767
H  -5.8651  -2.7308  0.9000
H  -5.3907  -3.3346  2.4956
H  -3.7275  -1.6904  2.7072
H  -4.3810  -0.9277  1.2672
H  -2.1815  -2.6399  -1.0279
H  -3.6571  -1.6942  -0.8654
H  -3.3872  -4.6749  -0.9047
H  -4.8487  -3.6932  -1.0994
H  -4.9815  -4.9500  0.8674
H  -2.7244  -5.4570  1.2191
H  -3.4374  -4.7564  2.6809
H  -1.2377  -3.6304  1.0183
H  -1.8280  -3.0732  2.5867

- ⟨S²⟩ = 0.786
- multiplicity = 2
- E_HOMO (alpha / beta) (eV) = -15.43 / -16.04
- frontier orbital gap (alpha / beta) (eV) = 7.4 / 7.1
- charge = +3
- LUMO level (alpha / beta) (eV) = -8.0 / -8.9

[2]
Below is C4H7Cl2N in the gas phase in a non-equilibrium geometry, with properties calculated with wB97M-V/def2-TZVPD.

CARTESIAN COORDINATES (ANGSTROEM)
N  1.5051  -2.1792  0.4148
C  1.1596  -1.1412  1.3422
C  0.1515  -0.1823  0.7729
C  0.5439  1.0505  0.8554
Cl  -0.5773  2.3040  0.3700
C  -1.0004  -0.7509  -0.1012
Cl  -0.5693  -0.5969  -1.8487
H  1.8402  -1.9398  -0.4762
H  0.6905  -2.7161  0.3571
H  2.0908  -0.6063  1.6150
H  0.6918  -1.6692  2.1914
H  1.4966  1.4611  1.1236
H  -1.9965  -0.3784  0.0805
H  -0.9849  -1.7753  0.1267

- multiplicity = 1
- E_HOMO (eV) = -9.26
- frontier orbital gap (eV) = 10.0
- SMILES = NC/C(=C/Cl)CCl
- relative energy (zero: lowest compared OMol25 entry of this formula, charge and spin) (eV) = 0.800
- LUMO level (eV) = 0.8

[3]
Below is C31H20IN7O5S3W as an isolated structure in a non-equilibrium geometry, with properties calculated with wB97M-V/def2-TZVPD.

CARTESIAN COORDINATES (ANGSTROEM)
W  0.0132  -0.3950  1.4412
C  -2.1550  -4.6523  0.6301
C  -2.8974  -3.4150  1.0358
N  -4.2191  -3.4643  1.1511
C  -4.8846  -2.3791  1.5550
C  -4.2994  -1.1505  1.8180
C  -5.1238  0.0241  2.2727
O  -4.5949  0.6565  3.4324
C  -2.9172  -1.0765  1.6606
C  -2.0598  0.1352  1.7407
N  -1.4426  0.4102  0.4878
C  -2.0264  0.7213  -0.7340
C  -3.2078  1.4553  -0.8055
C  -3.7323  1.8100  -2.0352
C  -3.0894  1.4418  -3.2112
C  -1.9222  0.6928  -3.1581
C  -1.4193  0.3381  -1.9218
I  0.2674  -0.8968  -1.7829
C  -2.2225  -2.2268  1.3237
O  -0.8635  -2.1560  1.3243
H  -2.8055  -5.2876  0.0333
H  -1.8444  -5.2152  1.5128
H  -1.2577  -4.4024  0.0651
H  -5.9595  -2.4958  1.6647
H  -6.1558  -0.2974  2.4316
H  -5.1474  0.8005  1.5072
H  -4.5652  0.0138  4.1494
H  -2.4111  0.9801  2.3177
H  -3.6863  1.7623  0.1161
H  -4.6500  2.3819  -2.0763
H  -3.4983  1.7315  -4.1700
H  -1.4227  0.3798  -4.0645
S  0.2193  0.5180  3.6087
C  1.9050  1.0167  3.5618
C  2.6142  1.1585  4.7579
C  3.8865  1.7056  4.7534
C  4.5414  2.0279  5.9946
N  4.9902  2.4029  6.9826
C  4.4814  2.0533  3.5264
C  3.7870  1.8950  2.3405
C  2.4806  1.4089  2.3439
S  1.5527  1.3990  0.8511
C  5.8053  2.6213  3.4794
N  6.8534  3.0821  3.3877
H  2.1656  0.8707  5.7006
H  4.2460  2.1913  1.4063
O  5.3580  -0.8062  7.0269
S  5.7808  -2.1660  7.3502
O  4.6986  -3.0539  7.7313
O  6.9929  -2.2757  8.1225
C  6.2048  -2.7121  5.6632
N  7.4654  -2.8867  5.2444
C  7.6367  -3.0885  3.9406
C  6.5937  -3.0601  3.0271
C  5.3347  -2.8831  3.5660
N  5.1321  -2.7620  4.8624
C  4.0829  -2.6500  2.8187
C  2.8772  -2.8275  3.5003
C  1.7256  -2.3280  2.9677
N  1.7104  -1.6260  1.8110
C  2.8424  -1.5865  1.0879
C  4.0313  -2.1018  1.5418
H  8.6582  -3.2529  3.6147
H  6.7627  -3.1847  1.9642
H  2.8830  -3.2842  4.4812
H  0.7807  -2.4307  3.4756
H  2.7935  -1.0503  0.1511
H  4.9270  -1.9770  0.9480

- multiplicity = 1
- E_HOMO (eV) = -7.58
- frontier orbital gap (eV) = 4.4
- relative energy (zero: lowest compared OMol25 entry of this formula, charge and spin) (eV) = 0.000
- LUMO level (eV) = -3.2

[4]
Below is a 2-piece molecular cluster, C26H30BF3O3S overall in a non-equilibrium geometry, with properties calculated with wB97M-V/def2-TZVPD.

CARTESIAN COORDINATES (ANGSTROEM)
C  -3.3552  -1.2228  -2.0335
O  -2.4331  -0.1183  -2.0461
C  -2.4133  0.6318  -0.9595
C  -2.7971  2.0098  -1.0780
C  -3.2478  2.6950  0.0754
C  -3.3829  4.0748  0.0544
C  -3.1217  4.7853  -1.1285
C  -2.7324  4.1023  -2.2925
C  -2.5887  2.7242  -2.2855
H  -3.2636  -1.6988  -3.0067
H  -3.0865  -1.9275  -1.2446
H  -4.3657  -0.8378  -1.8580
H  -2.5048  0.1020  0.0004
H  -3.4454  2.1119  0.9790
H  -3.7148  4.6026  0.9559
H  -3.2474  5.8718  -1.1423
H  -2.5587  4.6585  -3.2196
H  -2.2772  2.1643  -3.1683
C  5.5429  -3.3355  1.5366
C  4.3015  -2.5344  1.6257
C  3.7517  -1.9387  2.7415
C  2.5131  -1.2504  2.4781
C  2.1166  -1.3760  1.1643
B  0.9586  -0.4977  0.3862
C  -0.3328  -1.4797  0.6402
C  -1.0488  -1.4171  1.8297
C  -2.1044  -2.3099  2.0764
C  -2.4179  -3.2630  1.1132
C  -3.5394  -4.2383  1.3757
F  -3.7821  -5.0521  0.3069
F  -3.2527  -5.0445  2.4450
F  -4.7134  -3.5909  1.6607
C  -1.7094  -3.3364  -0.0790
C  -0.6808  -2.4102  -0.3253
O  1.1182  0.7202  1.1322
C  1.4459  1.7237  0.1742
C  0.1308  2.3817  -0.1765
C  2.4001  2.7581  0.7575
C  2.0088  0.8854  -1.0799
C  1.7322  1.4762  -2.4638
C  3.5021  0.6410  -0.9400
O  1.2914  -0.3496  -0.9892
S  3.2272  -2.3460  0.2538
H  6.0607  -3.2944  2.4989
H  5.2757  -4.3782  1.3203
H  6.2121  -2.9723  0.7456
H  4.2323  -1.9892  3.7173
H  1.9866  -0.7003  3.2533
H  -0.7779  -0.6771  2.5858
H  -2.6650  -2.2653  3.0097
H  -1.9797  -4.0705  -0.8355
H  -0.1639  -2.4405  -1.2872
H  0.2242  3.2009  -0.9006
H  -0.5156  1.6033  -0.6055
H  -0.3591  2.7441  0.7361
H  2.6144  3.5194  -0.0062
H  1.9229  3.2550  1.6110
H  3.3466  2.3254  1.0930
H  2.0731  2.5183  -2.5087
H  2.2900  0.8997  -3.2129
H  0.6669  1.4256  -2.7130
H  4.0414  1.5819  -1.1236
H  3.7604  0.2661  0.0582
H  3.8307  -0.0968  -1.6822

- multiplicity = 1
- E_HOMO (eV) = -6.56
- frontier orbital gap (eV) = 3.3
- relative energy (zero: lowest compared OMol25 entry of this formula, charge and spin) (eV) = 3.834
- LUMO level (eV) = -3.3

| no. | molar mass (g/mol) |
| --- | --- |
| 1 | 773.3 |
| 2 | 140.0 |
| 3 | 977.5 |
| 4 | 490.4 |